Record 1
Below is the ion C2H3N2O3 with charge +1 at a distorted geometry, with properties calculated with wB97M-V/def2-TZVPD.

Summary:
Total charge: +1
ΔE to the lowest compared entry with this formula, charge and spin: 133.1 kcal per mole
SMILES string: O=[N+]1O[C@H]1/C=N/O
Frontier orbital gap: 8.123 eV

Each line ends with the Mulliken charge.
Positions of all 10 atoms, in Å:
O (0.419, 0.005, -2.565)  -0.2841
N (0.523, -0.589, -1.596)  0.7473
O (1.405, -1.218, -0.901)  -0.1463
C (0.019, -1.143, -0.380)  0.1276
C (-0.295, -0.215, 0.697)  -0.2616
N (-0.292, 1.051, 0.553)  -0.1800
O (-0.573, 1.931, 1.569)  -0.2915
H (-0.639, -1.981, -0.374)  0.3986
H (-0.554, -0.490, 1.717)  0.4859
H (-0.013, 2.648, 1.281)  0.4039



Record 2
Below is the molecule C5H11NO at a distorted geometry, with properties calculated with wB97M-V/def2-TZVPD.

Summary:
Total charge: 0
ΔE to the lowest compared entry with this formula, charge and spin: 16.8 kcal per mole
SMILES string: CCN(C=O)CC
Frontier orbital gap: 10.146 eV

Each line ends with the Mulliken charge.
Positions of all 18 atoms, in Å:
C (1.486, 1.131, -0.602)  -1.0274
C (0.705, 1.156, 0.706)  -0.5627
N (-0.202, 0.034, 0.866)  0.1466
C (0.262, -1.034, 1.600)  0.1051
O (1.167, -0.978, 2.392)  -0.5496
C (-1.314, -0.155, -0.039)  -0.6841
C (-1.101, -1.137, -1.215)  -0.9708
H (2.149, 1.987, -0.627)  0.3677
H (0.779, 1.263, -1.434)  0.2702
H (2.020, 0.204, -0.825)  0.3152
H (1.331, 1.155, 1.593)  0.4008
H (0.123, 2.075, 0.707)  0.2674
H (-0.305, -1.951, 1.361)  0.2742
H (-2.183, -0.533, 0.512)  0.3395
H (-1.582, 0.814, -0.471)  0.3502
H (-1.001, -2.149, -0.832)  0.3292
H (-2.010, -1.099, -1.810)  0.3546
H (-0.324, -0.786, -1.882)  0.2738



Record 3
Below is a cluster of 6 separate species, C40H34F9N5O13S in total, with properties calculated with wB97M-V/def2-TZVPD.

Summary:
Total charge: 0
SMILES string: O=C1C=C(CCCCC(F)(F)C(F)(F)S(F)(F)(F)(F)F)C(=O)O1.O=[N+]([O-])c1ccccc1.O=[N+]([O-])c1ccccc1.O=[N+]([O-])c1ccccc1.O=[N+]([O-])c1ccccc1.O=[N+]([O-])c1ccccc1
Frontier orbital gap: 8.806 eV

Each line ends with the Mulliken charge.
Positions of all 102 atoms, in Å:
O (-11.507, 1.053, -4.046)  -0.5117
C (-10.966, 0.101, -4.507)  0.3104
C (-9.553, -0.098, -4.898)  0.0964
C (-9.410, -1.336, -5.363)  -0.0660
C (-8.188, -2.036, -5.862)  -0.6642
C (-7.173, -2.346, -4.737)  -0.8617
C (-5.765, -1.836, -5.064)  -0.2365
C (-4.748, -2.514, -4.150)  -1.5792
C (-3.286, -2.089, -4.167)  1.3262
F (-2.466, -3.172, -4.233)  -0.3522
F (-2.999, -1.471, -2.977)  -0.3377
C (-2.752, -1.063, -5.218)  0.4369
F (-1.504, -0.732, -4.857)  -0.2793
F (-3.500, 0.044, -5.191)  -0.2418
S (-2.617, -1.662, -7.024)  1.3384
F (-1.277, -2.430, -6.683)  -0.2846
F (-1.808, -0.347, -7.375)  -0.3053
F (-3.976, -0.931, -7.415)  -0.2988
F (-3.452, -2.990, -6.710)  -0.3084
F (-2.475, -2.132, -8.518)  -0.2830
C (-10.757, -1.984, -5.300)  0.1345
O (-11.078, -3.080, -5.628)  -0.5171
O (-11.653, -1.077, -4.771)  -0.3409
H (-8.804, 0.673, -4.782)  0.5145
H (-8.488, -2.948, -6.380)  0.4478
H (-7.718, -1.385, -6.605)  0.4097
H (-7.508, -1.859, -3.817)  0.4148
H (-7.147, -3.421, -4.543)  0.4921
H (-5.553, -2.032, -6.115)  0.3724
H (-5.758, -0.756, -4.897)  0.3375
H (-5.074, -2.378, -3.115)  0.4783
H (-4.753, -3.590, -4.340)  0.3946
O (1.000, -2.739, 3.350)  -0.6335
N (1.624, -2.212, 2.452)  1.0569
O (2.746, -1.758, 2.573)  -0.6215
C (0.989, -2.123, 1.127)  0.0246
C (-0.298, -2.607, 0.975)  -0.6182
C (-0.890, -2.519, -0.274)  -0.3636
C (-0.196, -1.958, -1.338)  -0.0837
C (1.097, -1.483, -1.160)  -0.6944
C (1.702, -1.562, 0.084)  -0.2585
H (-0.817, -3.042, 1.816)  0.4652
H (-1.896, -2.889, -0.418)  0.4155
H (-0.665, -1.892, -2.310)  0.3099
H (1.636, -1.051, -1.991)  0.3837
H (2.707, -1.202, 0.244)  0.5223
O (9.227, -0.133, 2.033)  -0.6174
N (9.080, 0.437, 3.095)  1.0471
O (9.959, 1.048, 3.673)  -0.6263
C (7.748, 0.388, 3.725)  -0.1437
C (6.736, -0.310, 3.091)  -0.5018
C (5.490, -0.359, 3.698)  -0.3027
C (5.285, 0.285, 4.912)  -0.8165
C (6.315, 0.986, 5.527)  -0.2746
C (7.565, 1.037, 4.932)  -0.3834
H (6.923, -0.805, 2.149)  0.5161
H (4.685, -0.906, 3.232)  0.7803
H (4.311, 0.237, 5.382)  0.4436
H (6.151, 1.491, 6.469)  0.4327
H (8.383, 1.568, 5.391)  0.5368
O (6.932, 4.597, 8.192)  -0.6130
N (7.861, 4.155, 7.550)  1.0525
O (7.993, 2.985, 7.245)  -0.6463
C (8.903, 5.095, 7.099)  0.2667
C (8.797, 6.425, 7.464)  -0.4444
C (9.781, 7.304, 7.040)  -0.4037
C (10.838, 6.845, 6.264)  -0.4299
C (10.918, 5.506, 5.907)  -0.5365
C (9.944, 4.614, 6.327)  -0.2809
H (7.965, 6.758, 8.065)  0.4515
H (9.720, 8.348, 7.315)  0.3693
H (11.604, 7.536, 5.936)  0.3789
H (11.739, 5.151, 5.300)  0.3905
H (9.990, 3.570, 6.056)  0.4250
O (5.873, -5.003, -0.330)  -0.6152
N (5.085, -5.001, 0.593)  1.0345
O (3.895, -5.223, 0.486)  -0.6185
C (5.607, -4.699, 1.940)  0.1626
C (6.947, -4.391, 2.082)  -0.4797
C (7.419, -4.074, 3.347)  -0.3981
C (6.554, -4.073, 4.434)  -0.5326
C (5.213, -4.391, 4.265)  -0.4527
C (4.729, -4.714, 3.007)  -0.2737
H (7.599, -4.390, 1.221)  0.4661
H (8.462, -3.821, 3.480)  0.4248
H (6.926, -3.813, 5.416)  0.4078
H (4.537, -4.377, 5.109)  0.3984
H (3.687, -4.948, 2.852)  0.4697
O (-7.814, 1.572, -2.470)  -0.5884
N (-8.149, 2.566, -3.084)  1.0547
O (-7.989, 2.708, -4.283)  -0.6386
C (-8.797, 3.656, -2.341)  0.1570
C (-8.963, 3.520, -0.975)  -0.2789
C (-9.573, 4.552, -0.282)  -0.4846
C (-10.003, 5.687, -0.957)  -0.4048
C (-9.828, 5.796, -2.330)  -0.5186
C (-9.219, 4.774, -3.038)  -0.3321
H (-8.624, 2.626, -0.473)  0.4586
H (-9.713, 4.468, 0.787)  0.3694
H (-10.479, 6.490, -0.409)  0.3787
H (-10.169, 6.679, -2.853)  0.3719
H (-9.076, 4.835, -4.106)  0.4513



Record 4
Below is a cluster of 2 separate species, C17H24N6O4S in total at a distorted geometry, with properties calculated with wB97M-V/def2-TZVPD.

Summary:
Total charge: 0
SMILES string: NC(=O)c1cc2c(N)ncc(C(N)=O)c2s1.CNC(=O)[C@@H](NC(C)=O)C(C)C
Frontier orbital gap: 8.330 eV

Each line ends with the Mulliken charge.
Positions of all 52 atoms, in Å:
N (-5.068, -3.000, 2.888)  -0.3699
C (-4.083, -2.081, 3.112)  0.2937
O (-4.431, -1.076, 3.702)  -0.6221
C (-2.703, -2.296, 2.705)  0.7731
C (-2.187, -3.409, 2.076)  -1.0648
C (-0.756, -3.286, 1.818)  -0.2423
C (0.108, -4.196, 1.219)  0.5036
N (-0.278, -5.424, 0.810)  -0.4960
N (1.398, -3.993, 1.034)  -0.6882
C (1.894, -2.813, 1.437)  -0.9464
C (1.126, -1.821, 2.053)  0.7824
C (1.761, -0.574, 2.453)  0.6494
N (3.102, -0.466, 2.685)  -0.5353
O (1.147, 0.462, 2.612)  -0.6265
C (-0.242, -2.068, 2.246)  0.5494
S (-1.487, -1.059, 2.990)  -0.1162
H (-5.947, -2.828, 3.366)  0.2561
H (-4.809, -3.938, 2.612)  0.1804
H (-2.775, -4.277, 1.792)  0.3034
H (-0.981, -5.859, 1.390)  0.2085
H (0.530, -5.981, 0.554)  0.2909
H (2.952, -2.639, 1.264)  0.4633
H (3.626, -1.314, 2.869)  0.1820
H (3.381, 0.400, 3.137)  0.2706
C (3.188, 2.376, -1.605)  -0.6591
N (2.339, 3.559, -1.447)  -0.0826
C (1.005, 3.670, -1.517)  -0.0919
O (0.515, 4.775, -1.348)  -0.6796
C (0.089, 2.480, -1.868)  0.0577
N (0.605, 1.676, -2.993)  0.0410
C (0.672, 2.033, -4.274)  0.6538
C (0.089, 3.358, -4.724)  -1.0110
O (1.200, 1.292, -5.088)  -0.6888
C (-0.156, 1.616, -0.608)  1.1223
C (-1.066, 2.344, 0.388)  -1.6139
C (-0.806, 0.260, -0.924)  -1.3375
H (2.814, 1.548, -1.003)  0.1437
H (4.202, 2.609, -1.275)  0.3350
H (3.229, 2.079, -2.655)  0.2339
H (2.803, 4.429, -1.233)  0.2985
H (-0.874, 2.896, -2.163)  0.3837
H (0.974, 0.762, -2.785)  0.2478
H (0.217, 3.451, -5.801)  0.3405
H (0.606, 4.176, -4.229)  0.2666
H (-0.972, 3.389, -4.484)  0.2811
H (0.795, 1.415, -0.118)  -0.3167
H (-1.189, 1.737, 1.286)  0.3333
H (-0.620, 3.294, 0.685)  0.4133
H (-2.044, 2.530, -0.057)  0.3900
H (-1.730, 0.412, -1.482)  0.3776
H (-1.034, -0.264, 0.004)  0.1714
H (-0.128, -0.368, -1.501)  0.3910



Record 5
Below is a cluster of 2 separate species, C4H10N2OS in total at a distorted geometry, with properties calculated with wB97M-V/def2-TZVPD.

Summary:
Total charge: 0
ΔE to the lowest compared entry with this formula, charge and spin: 168.4 kcal per mole
Frontier orbital gap (spin up / spin down): 8.448 / 8.501 eV

Each line ends with the Mulliken charge.
Positions of all 18 atoms, in Å:
C (-3.504, 1.403, -0.493)  -0.4256
C (1.791, -0.097, -0.101)  -0.5129
C (1.244, -0.141, 1.298)  -0.6374
C (0.893, -0.676, -1.204)  -0.6442
N (-0.065, 0.499, 1.445)  -0.4413
N (-0.364, -0.064, -1.080)  -0.2519
O (-1.248, -1.462, 0.656)  -0.6061
S (-1.286, -0.072, 0.299)  0.5749
H (-4.078, 0.450, -0.412)  0.2213
H (-2.931, 1.450, -1.528)  0.1566
H (2.047, 0.937, -0.230)  0.3020
H (2.785, -0.579, -0.123)  0.3339
H (1.230, -1.172, 1.884)  0.2818
H (1.874, 0.429, 1.861)  0.4203
H (1.343, -0.396, -2.217)  0.3117
H (0.898, -1.757, -1.083)  0.2892
H (-0.362, 0.387, 2.484)  0.3058
H (-0.268, 0.861, -1.456)  0.3219



Record 6
Below is the molecule C5H7N at a distorted geometry, with properties calculated with wB97M-V/def2-TZVPD.

Summary:
Total charge: 0
ΔE to the lowest compared entry with this formula, charge and spin: 113.2 kcal per mole
Frontier orbital gap (spin up / spin down): 7.144 / 7.142 eV

Each line ends with the Mulliken charge.
Positions of all 13 atoms, in Å:
C (-1.530, -0.929, 0.700)  -0.9693
C (-0.959, 0.115, -0.099)  -0.0084
N (-0.387, 1.233, 0.256)  -0.1163
C (0.832, 1.306, -0.356)  -0.9443
C (1.703, 0.243, -0.402)  -0.3658
C (2.448, -0.697, -0.448)  0.0885
H (-1.733, -0.481, 1.663)  0.2971
H (-2.348, -1.460, 0.205)  0.3043
H (-0.737, -1.676, 0.839)  0.2378
H (-0.944, -0.149, -1.125)  0.4128
H (-0.592, 1.638, 1.158)  0.2370
H (1.086, 2.220, -0.830)  0.3823
H (3.226, -1.394, -0.318)  0.4442



Record 7
Below is the molecule C5H8N2 at a distorted geometry, with properties calculated with wB97M-V/def2-TZVPD.

Summary:
Total charge: 0
ΔE to the lowest compared entry with this formula, charge and spin: 22.0 kcal per mole
SMILES string: CCc1cnc[nH]1
Frontier orbital gap: 9.135 eV

Each line ends with the Mulliken charge.
Positions of all 15 atoms, in Å:
C (1.770, -1.093, 0.434)  -1.2583
C (0.906, -0.427, -0.694)  -0.1019
C (-0.430, 0.034, -0.347)  0.0554
C (-1.221, -0.321, 0.754)  -0.1947
N (-2.227, 0.537, 0.957)  -0.6474
C (-1.973, 1.591, 0.168)  -0.2221
N (-1.000, 1.322, -0.699)  -0.1123
H (1.779, -0.476, 1.379)  0.3428
H (1.520, -2.168, 0.714)  0.2903
H (2.738, -1.277, -0.009)  0.3788
H (0.832, -1.231, -1.461)  0.2023
H (1.443, 0.486, -1.143)  0.2560
H (-1.112, -1.259, 1.320)  0.3700
H (-2.414, 2.543, 0.186)  0.4013
H (-0.613, 1.740, -1.560)  0.2398



| no. | E_tot (Eh) |
| --- | --- |
| 1 | -412.6732 |
| 2 | -327.1045 |
| 3 | -4093.0548 |
| 4 | -1689.9858 |
| 5 | -741.1097 |
| 6 | -249.2928 |
| 7 | -304.8004 |